No. 1
Entry from the OMol25 dataset: C4H3NO2 as an isolated structure (the ωB97M-V functional and the def2-TZVPD basis).

HOMO-LUMO gap, Eh: 0.31384
HOMO level, eV: -8.83
Total charge: 0

Last column: Mulliken charge in e.
Element x y z (Å)
1 C -0.291 -1.219 0.401  -0.45
2 C 0.477 -2.182 0.160  -0.32
3 C -0.188 0.757 -1.586  0.85
4 C -0.256 0.151 0.230  0.26
5 N -0.188 1.015 1.141  -0.29
6 O -0.140 -0.328 -2.039  -0.47
7 O -0.173 1.949 -1.502  -0.62
8 H -0.071 0.983 2.236  0.28
9 H -0.082 1.870 0.539  0.31
10 H 0.913 -2.997 0.420  0.44

---

No. 2
Entry from the OMol25 dataset: a 2-piece molecular cluster, C6H17N2 overall (the ωB97M-V functional and the def2-TZVPD basis).

HOMO-LUMO gap, Eh: 0.19591
HOMO level, eV: -13.83
Total charge: +1

Last column: Mulliken charge in e.
Element x y z (Å)
1 C -0.730 -0.316 -3.214  -0.78
2 N 0.795 -0.660 -0.376  -0.32
3 C 0.764 -1.495 0.826  -0.54
4 C -0.278 -0.901 1.832  -0.78
5 C -0.025 0.620 2.216  -0.12
6 C 1.410 0.813 2.725  -1.09
7 C -0.848 1.108 -2.611  -0.33
8 N -1.111 0.941 -1.182  -0.34
9 H 0.032 -0.859 -2.618  0.19
10 H -1.718 -0.850 -3.120  0.28
11 H -0.470 -0.301 -4.246  0.34
12 H 1.788 -1.579 1.242  0.45
13 H 0.524 -2.577 0.602  0.38
14 H -1.244 -0.980 1.302  0.38
15 H -0.315 -1.678 2.685  0.38
16 H -0.875 0.784 2.899  0.34
17 H -0.233 1.140 1.269  0.18
18 H 1.562 0.348 3.791  0.27
19 H 2.187 0.473 1.981  0.26
20 H 1.737 1.883 2.794  0.36
21 H -1.727 1.650 -2.918  0.34
22 H 0.106 1.716 -2.673  0.28
23 H -0.400 0.344 -0.612  0.26
24 H -2.027 0.492 -1.008  0.29
25 H 1.524 -0.932 -1.106  0.32

---

No. 3
Entry from the OMol25 dataset: C35H35FeN2O2 as an isolated structure (the ωB97M-V functional and the def2-TZVPD basis).

HOMO-LUMO gap (alpha / beta), Eh: 0.10735 / 0.19606
HOMO level (alpha / beta), eV: -0.57 / -2.98
Total charge: -1
Multiplicity: 5
⟨S²⟩: 6.073

Last column: Mulliken spin population.
Element x y z (Å)
1 C -5.026 3.028 -3.687  0.00
2 O -4.465 1.719 -3.445  0.03
3 C -3.149 1.623 -3.125  0.20
4 C -2.667 0.335 -2.759  -0.10
5 C -1.407 0.189 -2.226  0.14
6 C -0.513 1.296 -2.097  -0.11
7 C 0.780 1.112 -1.545  0.30
8 C 1.849 2.049 -1.797  0.10
9 C 3.085 2.337 -1.019  0.11
10 C 3.788 3.425 -1.662  0.03
11 C 3.060 3.799 -2.854  0.02
12 C 1.917 2.940 -2.974  0.14
13 Fe 3.539 1.862 -2.855  2.48
14 C 3.336 0.411 -4.182  0.01
15 C 3.900 -0.082 -2.933  0.13
16 C 5.106 0.681 -2.651  0.10
17 C 5.291 1.647 -3.722  0.07
18 C 4.195 1.485 -4.669  0.02
19 C -1.014 2.575 -2.513  0.23
20 C -2.277 2.738 -3.048  -0.10
21 H -6.080 2.843 -3.884  0.00
22 H -4.917 3.671 -2.808  0.00
23 H -4.569 3.508 -4.560  0.00
24 H -3.331 -0.520 -2.896  -0.01
25 H -1.047 -0.799 -1.923  0.01
26 H 1.050 0.148 -1.113  0.14
27 H 3.342 1.865 -0.075  0.02
28 H 4.683 3.906 -1.283  0.02
29 H 3.285 4.629 -3.512  0.02
30 H 1.152 2.990 -3.738  -0.01
31 H 2.480 -0.011 -4.700  -0.01
32 H 3.555 -0.940 -2.364  -0.02
33 H 5.800 0.486 -1.838  0.01
34 H 6.146 2.306 -3.837  0.01
35 H 4.087 2.017 -5.610  -0.01
36 H -0.392 3.462 -2.420  0.05
37 H -2.619 3.719 -3.392  -0.01
38 C 1.913 0.174 1.237  0.03
39 O 1.023 -0.951 1.315  -0.01
40 C -0.030 -0.944 2.130  0.00
41 C -0.341 0.189 3.006  0.00
42 C -1.516 0.953 2.817  0.00
43 C -1.806 1.985 3.714  0.00
44 C -0.938 2.268 4.776  0.00
45 C 0.222 1.507 4.956  0.00
46 C 0.516 0.458 4.092  0.00
47 C -0.692 -2.171 2.303  0.00
48 N -1.640 -2.511 3.246  0.00
49 C -2.122 -1.739 4.367  0.00
50 C -2.106 -3.796 2.996  0.00
51 C -1.340 -4.312 1.958  0.00
52 C -1.508 -5.613 1.485  0.00
53 C -2.536 -6.369 2.068  0.00
54 C -3.322 -5.847 3.114  0.00
55 C -3.094 -4.559 3.619  0.00
56 N -0.432 -3.327 1.597  0.00
57 C 0.630 -3.525 0.641  0.00
58 H 2.671 -0.101 0.498  -0.01
59 H 1.344 1.050 0.898  0.00
60 H 2.358 0.366 2.221  0.00
61 H -2.176 0.689 1.984  0.00
62 H -2.723 2.562 3.586  0.00
63 H -1.162 3.084 5.465  0.00
64 H 0.906 1.712 5.783  0.00
65 H 1.380 -0.196 4.247  0.00
66 H -2.674 -2.430 5.006  0.00
67 H -1.301 -1.309 4.950  0.00
68 H -2.800 -0.949 4.031  0.00
69 H -0.850 -6.001 0.702  0.00
70 H -2.722 -7.380 1.711  0.00
71 H -4.115 -6.460 3.543  0.00
72 H -3.646 -4.144 4.462  0.00
73 H 0.609 -4.585 0.371  0.00
74 H 0.460 -2.916 -0.258  0.00
75 H 1.612 -3.306 1.081  0.00

---

No. 4
Entry from the OMol25 dataset: a 12-piece molecular cluster, H23O12 overall (the ωB97M-V functional and the def2-TZVPD basis).

HOMO-LUMO gap, Eh: 0.35786
HOMO level, eV: -6.88
Total charge: -1

Last column: Mulliken charge in e.
Element x y z (Å)
1 O 1.790 -1.117 -3.105  -0.64
2 H -0.942 1.875 2.634  0.23
3 H -0.548 -0.420 -4.158  0.33
4 O 1.327 1.584 4.315  -0.64
5 H 1.881 2.211 3.830  0.31
6 H 1.069 1.051 3.537  0.31
7 O -2.315 1.604 -1.518  -0.72
8 H -1.613 2.084 -0.984  0.52
9 O -1.437 -0.205 -3.871  -0.59
10 H 4.113 -2.775 1.062  0.31
11 H -2.237 -0.331 -4.376  0.24
12 O -0.614 1.150 2.101  -0.64
13 H 0.285 -2.774 1.490  0.41
14 H -1.169 -0.650 0.718  0.27
15 O 1.343 -0.885 -0.225  -0.53
16 H 1.413 2.143 -2.502  0.21
17 H -1.690 1.103 -2.062  0.26
18 O 3.689 -2.255 1.752  -0.66
19 H 2.735 -2.386 1.554  0.37
20 H 0.528 -0.562 -0.612  0.11
21 O -4.335 0.587 0.114  -0.66
22 H -5.009 1.097 -0.336  0.28
23 H -3.472 0.955 -0.163  0.40
24 O 1.030 -2.881 2.118  -0.68
25 H 0.730 -2.196 2.728  0.28
26 H -1.244 -0.942 2.155  0.31
27 O 0.770 1.421 -2.527  -0.67
28 H 1.412 -0.472 -2.460  0.39
29 H 0.609 2.509 -0.023  0.17
30 O -0.122 1.923 -0.244  -0.97
31 H 0.433 1.462 -1.513  0.35
32 H 1.687 -0.253 0.408  0.33
33 O -1.195 -1.412 1.308  -0.68
34 H 1.975 -0.356 -3.693  0.35
35 H -0.425 1.479 1.123  0.33

---

No. 5
Entry from the OMol25 dataset: C16H14BCl5N6V as an isolated structure (the ωB97M-V functional and the def2-TZVPD basis).

HOMO-LUMO gap (alpha / beta), Eh: 0.28117 / 0.34068
HOMO level (alpha / beta), eV: -7.12 / -8.75
Total charge: 0
Multiplicity: 4
⟨S²⟩: 3.765

Last column: Mulliken spin population.
Element x y z (Å)
1 H -0.152 2.955 0.820  0.00
2 N 0.238 1.773 -0.871  -0.08
3 B 0.847 0.910 -3.169  -0.01
4 N 0.695 2.064 -2.164  0.02
5 C 0.813 3.381 -2.301  0.05
6 V -0.275 -0.009 -0.356  2.89
7 H 1.113 3.773 -3.264  0.00
8 C 0.508 3.998 -1.087  0.00
9 H 0.549 5.041 -0.856  0.00
10 C 0.151 2.963 -0.210  0.05
11 H 1.349 1.251 -4.184  0.00
12 C -2.107 -2.836 1.464  0.00
13 H -2.466 -3.127 2.464  0.00
14 H -1.066 -3.168 1.322  0.00
15 H -2.774 -3.292 0.718  0.00
16 N -0.581 0.328 -3.270  0.03
17 N 1.624 -0.261 -2.538  0.02
18 N -1.245 -0.133 -2.123  -0.07
19 N 1.270 -0.787 -1.286  -0.03
20 C -1.333 0.123 -4.343  0.03
21 C 2.648 -0.954 -3.036  0.04
22 H -0.922 0.444 -5.298  0.00
23 H 3.008 -0.703 -4.022  0.00
24 C -2.519 -0.475 -3.946  0.01
25 C 3.047 -1.900 -2.102  0.00
26 C -2.433 -0.633 -2.549  0.04
27 C 2.153 -1.785 -1.027  0.03
28 H -3.335 -0.744 -4.592  0.00
29 H 3.883 -2.560 -2.173  0.00
30 H -3.097 -1.066 -1.812  0.00
31 H 2.121 -2.289 -0.080  0.00
32 H -2.110 -1.743 1.365  0.00
33 Cl 2.463 -1.311 2.102  0.00
34 C 0.993 -0.622 2.686  0.02
35 C 0.018 -0.145 1.818  0.01
36 C -1.105 0.484 2.284  -0.05
37 Cl -2.200 1.021 0.962  -0.01
38 C -1.326 0.691 3.670  -0.02
39 Cl -2.709 1.509 4.229  0.00
40 C -0.365 0.180 4.583  0.02
41 Cl -0.602 0.291 6.263  0.00
42 C 0.787 -0.481 4.085  -0.01
43 Cl 1.959 -1.113 5.142  0.00

---

No. 6
Entry from the OMol25 dataset: a 2-piece molecular cluster, C2H4NO overall (the ωB97M-V functional and the def2-TZVPD basis).

HOMO-LUMO gap, Eh: 0.31898
HOMO level, eV: -16.80
Total charge: +1

Last column: Mulliken charge in e.
Element x y z (Å)
1 C 0.583 0.859 -0.330  0.22
2 C -0.435 -0.015 0.131  -0.77
3 N 1.073 1.983 -0.421  0.56
4 O 1.702 2.906 -0.596  -0.32
5 H 1.853 0.326 -1.358  0.36
6 H -0.732 0.322 1.094  0.32
7 H -1.130 0.009 -0.732  0.30
8 H -0.089 -0.987 0.455  0.34

---

No. 7
Entry from the OMol25 dataset: C4H4BrN as an isolated structure (the ωB97M-V functional and the def2-TZVPD basis).

HOMO-LUMO gap (alpha / beta), Eh: 0.23737 / 0.23741
HOMO level (alpha / beta), eV: -7.69 / -7.69
Total charge: 0

Last column: Mulliken charge in e.
Element x y z (Å)
1 C -0.494 -0.394 -3.154  0.45
2 C -0.325 -1.519 -2.719  -0.56
3 C 0.160 0.486 -0.728  -0.04
4 C -0.017 0.868 0.714  -0.92
5 N -0.684 0.799 -3.452  -0.56
6 Br -0.317 1.790 -1.881  0.32
7 H -0.567 -2.436 -2.290  0.35
8 H 0.364 1.817 1.166  0.33
9 H -1.036 0.924 0.655  0.35
10 H 0.187 -0.023 1.325  0.29

---

Computed values of E_tot (unit: eV) for the preceding records, in sequence: -9776.90392; -9465.49555; -78318.04536; -24945.57562; -114737.66605; -5662.22449; -75735.93179.
Computed values of energy above the lowest of the compared OMol25 structures with the same formula, charge and spin (unit: eV) for the preceding records, in sequence: 4.783; 6.539; 0.000; 2.433; 0.000; 5.108; 8.428.